An isolated ion of composition S2 and charge -1. Source: the OMol25 dataset; level of theory: ωB97M-V/def2-TZVPD.

The geometry in ORCA input format:
```
! RIJCOSX wB97M-V def2-TZVPD def2/J DEFGRID3
* xyz -1 2
S 0.749 -0.337 0.583
S -0.749 0.337 -0.583
*
```

Computed properties:
energy above the lowest of the compared OMol25 structures with the same formula, charge and spin = 0.4 kJ/mol
E = -796.4115 a.u.
orbital gap (alpha / beta) = 6.0 / 5.7 eV

=====

A 6-piece molecular cluster, C46H98BFN5O16S overall in a non-equilibrium geometry. Source: the OMol25 dataset; level of theory: ωB97M-V/def2-TZVPD.

The geometry in ORCA input format:
```
! RIJCOSX wB97M-V def2-TZVPD def2/J DEFGRID3
* xyz -1 1
S 3.797 -4.802 0.621
F 2.234 -0.210 0.677
O 2.337 -5.626 -2.686
O -6.029 7.344 -7.633
O -0.148 -7.833 4.849
O 0.748 -1.645 -1.255
O 9.606 -11.665 9.303
O -1.193 8.426 -1.603
O 1.575 -3.459 0.297
O 5.800 -9.719 7.834
O -4.142 5.888 -3.902
O -4.682 6.287 4.710
O -8.553 10.764 -9.168
O 2.066 -7.760 -1.392
O -0.222 0.853 -3.766
O -5.533 5.689 0.311
O 3.936 -5.945 4.427
O 2.444 -3.245 -1.842
N -5.664 10.389 -8.399
N -4.750 8.047 2.266
N -4.090 8.706 -2.837
N 8.914 -9.177 7.753
N 2.695 -8.828 4.798
C 6.513 -7.564 -4.172
C 6.474 -8.542 8.281
C -0.950 1.074 -5.027
C 4.434 -7.195 -2.228
C -6.237 6.918 0.492
C 9.909 -12.436 8.148
C 9.376 -9.235 9.144
C 2.555 -5.634 4.309
C -3.273 6.108 4.679
C 4.063 -8.358 5.045
C -5.082 7.663 4.697
C 1.861 -4.623 -1.730
C -5.737 8.026 3.350
C 2.077 -4.810 -0.120
C 2.923 -1.432 0.114
C -3.136 9.748 -2.441
C -5.311 4.954 1.506
C 0.344 -8.958 5.588
C 6.275 -10.927 8.410
C -7.382 7.700 -7.874
C 0.205 -4.750 -1.922
C 1.145 -0.656 -2.269
C 7.092 -7.686 -1.301
C 4.204 -0.866 -0.744
C 4.931 -7.285 -3.823
C 7.538 -7.731 -2.884
C -1.414 7.085 -2.014
C 2.805 -6.861 -2.046
C -4.657 9.330 -8.264
C -3.976 8.305 -4.244
C 0.119 -0.570 -3.567
C 10.325 -10.429 9.368
C 7.795 -8.250 7.540
C 1.821 -8.750 5.974
C -6.190 10.535 -9.760
C 4.248 -6.883 5.457
C -7.444 11.431 -9.783
C -0.392 -8.120 3.479
C -1.632 9.414 -2.535
C -8.929 11.328 -7.919
C -4.772 7.015 -4.523
C -2.214 2.100 -4.667
C -4.876 5.367 -2.802
C -5.097 7.883 -8.571
C 5.487 -7.406 -0.992
C -5.345 8.100 0.925
B 1.899 -2.405 -0.728
H 5.454 -11.650 8.415
H -5.457 7.757 -9.597
H 8.671 -7.911 -3.121
H -1.085 10.328 -2.275
H -2.783 6.714 5.449
H 2.037 -5.656 5.272
H 2.221 -0.795 -2.707
H -8.193 11.095 -7.148
H -4.747 6.827 -5.602
H -2.936 8.115 -4.519
H -1.855 3.224 -4.569
H -6.647 7.171 -0.493
H -0.662 6.452 -1.538
H -0.939 -7.279 3.047
H 5.054 -0.517 0.008
H -4.360 9.110 -4.880
H 11.173 -10.404 8.675
H 9.473 -13.429 8.277
H 6.620 -10.793 9.440
H -2.755 1.763 -3.661
H -6.205 9.013 3.432
H 9.476 -11.986 7.254
H -5.419 10.979 -10.400
H 10.727 -10.358 10.384
H 7.585 -8.265 6.463
H -1.332 6.961 -3.098
H -5.236 3.894 1.247
H -3.935 7.893 -2.247
H -2.869 6.352 3.696
H -3.360 9.988 -1.394
H -9.060 12.412 -8.001
H -7.626 8.617 -7.335
H -4.355 5.243 1.947
H -0.246 -9.004 6.509
H 3.384 -1.978 1.070
H 1.070 0.410 -1.738
H -1.007 -9.020 3.369
H -4.821 6.037 -1.944
H 5.793 -7.711 8.061
H 3.725 -6.633 6.386
H 7.849 -7.799 -0.401
H 4.133 -7.146 -4.694
H -3.791 9.584 -8.886
H 1.573 -5.733 0.436
H 2.296 -8.266 4.051
H 9.902 -8.306 9.388
H -6.432 10.179 -7.767
H 0.544 -8.236 2.932
H 0.702 -0.943 -4.530
H -0.248 1.562 -5.834
H -8.021 6.911 -7.468
H -1.341 0.014 -5.389
H -7.104 6.780 1.146
H 4.616 -8.517 4.111
H -7.247 12.410 -9.334
H -0.058 -5.650 -2.644
H -6.472 9.567 -10.182
H -4.202 7.253 -8.492
H 2.117 -9.521 6.694
H 2.465 -4.627 3.894
H -5.822 7.118 -4.231
H -0.802 -1.274 -3.409
H -5.921 5.189 -3.077
H -0.308 -4.966 -0.886
H -3.341 10.656 -3.020
H 6.591 -8.548 9.370
H 4.529 -9.005 5.798
H 10.992 -12.551 8.027
H 1.899 -7.776 6.461
H 8.617 -10.104 7.463
H -9.885 10.891 -7.623
H -6.122 5.075 2.229
H 7.068 -11.348 7.790
H -3.059 5.057 4.886
H 4.647 -1.621 -1.520
H 5.085 -7.343 0.108
H -7.604 7.808 -8.939
H 5.315 -6.742 5.670
H -2.389 6.745 -1.661
H -1.317 9.160 -3.552
H -4.431 4.410 -2.519
H 2.081 -6.316 3.601
H -5.835 7.773 5.483
H 8.127 -7.234 7.780
H 3.777 -4.277 1.945
H -4.254 8.338 4.936
H 8.538 -9.348 9.835
H -7.724 11.598 -10.828
H 0.196 -9.902 5.054
H -3.038 2.066 -5.507
H -4.174 7.212 2.325
H 6.825 -7.620 -5.299
H -4.507 8.163 0.219
H 3.829 0.123 -1.298
H -6.521 7.289 3.158
H -4.315 9.362 -7.222
H -0.214 -3.773 -2.456
H -5.909 9.034 0.825
*
```

Computed properties:
E = -3811.3829 a.u.
orbital gap = 7.1 eV

=====

C4H8N4 as an isolated structure in a non-equilibrium geometry. Source: the OMol25 dataset; level of theory: ωB97M-V/def2-TZVPD.

The geometry in ORCA input format:
```
! RIJCOSX wB97M-V def2-TZVPD def2/J DEFGRID3
* xyz 0 1
N 1.597 0.796 -0.619
N 0.241 -1.647 1.480
N -2.023 -0.732 -0.283
N 1.630 -0.012 0.496
C -0.766 1.437 -0.151
C 0.375 -0.758 0.635
C -0.754 -0.101 -0.308
C 0.188 0.919 -1.153
H 1.596 0.621 1.654
H 1.962 0.116 -1.260
H -0.525 1.875 0.865
H 0.097 1.154 -2.260
H -1.767 1.841 -0.567
H -0.777 -2.106 1.277
H -2.954 -0.111 0.009
H -2.007 -1.210 -1.382
*
```

Computed properties:
energy above the lowest of the compared OMol25 structures with the same formula, charge and spin = 554.2 kJ/mol
E = -376.0374 a.u.
orbital gap = 9.3 eV

=====

H5NOSSi in the gas phase in a non-equilibrium geometry. Source: the OMol25 dataset; level of theory: ωB97M-V/def2-TZVPD.

The geometry in ORCA input format:
```
! RIJCOSX wB97M-V def2-TZVPD def2/J DEFGRID3
* xyz 0 1
S 0.419 -2.076 -0.306
Si 0.030 0.023 -0.496
O 1.429 0.739 -0.136
N -1.091 0.329 0.759
H 1.694 -2.020 0.150
H 1.631 1.706 -0.022
H -0.536 0.269 -1.789
H -1.616 1.157 1.130
H -1.959 -0.128 0.712
*
```

Computed properties:
SMILES = N[Si@@H](O)S
energy above the lowest of the compared OMol25 structures with the same formula, charge and spin = 49.2 kJ/mol
E = -820.7489 a.u.
orbital gap = 9.9 eV

=====

C33H35As2N3PPdSe2 as an isolated structure. Source: the OMol25 dataset; level of theory: ωB97M-V/def2-TZVPD.

The geometry in ORCA input format:
```
! RIJCOSX wB97M-V def2-TZVPD def2/J DEFGRID3
* xyz 1 1
Pd 0.260 -0.710 -0.199
Se -0.662 1.669 0.855
Se 1.395 0.782 -1.810
As -0.780 -2.553 0.906
As 2.118 -2.080 -0.237
P 1.255 2.013 -0.004
N -1.745 -0.620 -1.608
N -4.754 2.654 1.195
N -3.379 4.443 0.421
C 0.411 -6.475 -0.079
C 3.879 2.095 0.924
C 1.474 -3.910 -0.153
C -2.945 -1.376 -3.526
C 1.975 6.431 -0.966
C 1.257 6.059 0.163
C -4.130 2.767 -1.094
C -3.436 3.926 -0.805
C 2.461 5.464 -1.833
C 2.582 1.652 1.180
C -0.378 -5.395 0.294
C 2.310 0.998 2.377
C 3.317 0.793 3.308
C 3.221 -2.097 -1.813
C 1.733 -6.279 -0.458
C 3.409 -2.002 1.184
C -5.630 0.937 -0.202
C -4.785 2.146 -0.042
C -4.150 -1.061 -2.915
C -4.044 3.768 1.352
C -5.397 -0.141 -0.946
C 2.236 4.120 -1.571
C -0.529 -2.677 2.819
C 4.609 1.223 3.043
C -2.647 -2.961 0.696
C 2.269 -4.999 -0.492
C 1.530 3.746 -0.436
C 1.033 4.719 0.429
C -2.904 -0.305 -1.044
C -4.144 -0.479 -1.655
C 0.160 -4.114 0.264
C 4.890 1.871 1.845
C -1.770 -1.129 -2.846
H 0.542 -2.687 3.019
H 0.458 4.430 1.302
H 2.346 -7.125 -0.737
H 4.109 2.626 0.008
H 0.863 6.811 0.833
H -1.400 -5.569 0.605
H 1.289 0.688 2.585
H -2.907 4.458 -1.587
H -4.015 4.172 2.357
H 5.892 2.221 1.638
H -2.841 0.117 -0.046
H -3.234 -2.118 1.055
H 2.588 -2.257 -2.684
H 3.087 0.305 4.246
H 5.392 1.069 3.773
H 3.956 -1.062 1.146
H 2.147 7.478 -1.177
H 3.724 -1.138 -1.905
H -6.190 -0.877 -1.019
H 4.080 -2.846 1.019
H -2.917 -1.804 -4.518
H 2.921 -2.089 2.152
H -6.558 0.985 0.356
H -5.088 -1.245 -3.424
H 2.608 3.371 -2.262
H -0.002 -7.474 -0.067
H 3.954 -2.898 -1.722
H -0.982 -3.588 3.209
H 3.009 5.758 -2.718
H -2.875 -3.145 -0.352
H -4.172 2.378 -2.102
H -2.874 -3.840 1.298
H -0.973 -1.803 3.294
H 3.298 -4.868 -0.805
H -0.806 -1.344 -3.294
*
```

Computed properties:
energy above the lowest of the compared OMol25 structures with the same formula, charge and spin = 51.8 kJ/mol
E = -11186.2989 a.u.
orbital gap = 7.2 eV

=====

C2H3FO2S in the gas phase in a non-equilibrium geometry. Source: the OMol25 dataset; level of theory: ωB97M-V/def2-TZVPD.

The geometry in ORCA input format:
```
! RIJCOSX wB97M-V def2-TZVPD def2/J DEFGRID3
* xyz 0 3
S -1.291 -0.932 0.070
F -1.302 -1.109 -1.560
O 1.541 -1.078 0.155
O -1.267 -2.278 0.624
C 0.433 1.147 0.145
C 0.671 -0.264 0.106
H -0.197 1.225 0.987
H 0.013 1.502 -0.745
H 1.399 1.787 0.218
*
```

Computed properties:
energy above the lowest of the compared OMol25 structures with the same formula, charge and spin = 89.5 kJ/mol
E = -726.3743 a.u.
orbital gap (alpha / beta) = 6.8 / 9.1 eV

=====

The lowest E belongs to which entry? C33H35As2N3PPdSe2

=====

What is the E in the fifth record? -11186.2989 a.u.